{
  "formula": "C4H7LaO4",
  "method": "ωB97M-V/def2-TZVPD",
  "symbols": ["C", "O", "O", "La", "O", "C", "C", "O", "C", "H", "H", "H", "H", "H", "H", "H"],
  "positions_angstrom": [[-2.297, 0.992, 0.846], [-3.325, 1.160, 0.256], [-1.772, 1.235, 1.916], [1.412, 0.668, 2.562], [1.562, 1.659, 0.160], [0.772, 1.439, -0.844], [-0.625, -0.134, -0.239], [0.260, -0.921, 0.549], [1.064, -1.866, -0.124], [1.235, 1.028, -1.764], [-0.006, 2.215, -0.992], [-0.636, -0.357, -1.319], [-1.484, -0.818, -0.124], [1.984, -1.966, 0.465], [0.526, -2.821, -0.215], [1.329, -1.512, -1.133]],
  "relative_energy_kj_mol": 327.6,
  "orbital_gap_ev": [5.05, 5.12],
  "fmax_ha_per_bohr": 0.0744,
  "total_energy_ha": -488.90440,
  "e_homo_ev": [-5.434, -5.693]
}